[1]
Here is C51H74N3O2SSe2SiW as an isolated structure from the Open Molecules 2025 dataset. Energies are from ωB97M-V/def2-TZVPD.

Atoms and positions in Å:
W: -0.209 -0.524 0.418
C: 6.395 -3.622 -1.781
C: 5.420 -4.514 -0.995
C: 5.269 -5.855 -1.716
C: 5.984 -4.768 0.409
C: 4.098 -3.763 -0.918
C: 3.895 -2.782 0.071
C: 2.741 -2.044 0.036
Se: 2.274 -0.855 1.462
C: 2.726 0.840 0.668
C: 4.047 1.192 0.500
C: 4.354 2.375 -0.178
C: 3.297 3.097 -0.717
C: 1.942 2.759 -0.591
C: 1.696 1.646 0.182
O: 0.384 1.209 0.540
C: 0.848 3.511 -1.334
C: 1.404 4.721 -2.089
C: 0.244 2.555 -2.368
C: -0.223 4.021 -0.364
C: 5.813 2.789 -0.352
C: 6.487 1.785 -1.298
C: 6.516 2.763 1.011
C: 5.938 4.194 -0.941
C: 1.775 -2.261 -0.952
O: 0.723 -1.334 -0.882
C: 1.846 -3.295 -1.857
C: 3.061 -4.005 -1.806
C: 0.719 -3.777 -2.770
C: -0.329 -2.701 -3.072
C: 1.281 -4.270 -4.110
C: 0.037 -4.949 -2.049
H: 7.374 -4.098 -1.826
H: 6.517 -2.649 -1.302
H: 6.049 -3.463 -2.803
H: 6.215 -6.391 -1.672
H: 5.024 -5.735 -2.771
H: 4.510 -6.486 -1.249
H: 6.848 -5.425 0.334
H: 5.254 -5.253 1.058
H: 6.328 -3.853 0.892
H: 4.621 -2.633 0.859
H: 4.834 0.551 0.875
H: 3.534 3.991 -1.272
H: 2.163 4.440 -2.818
H: 1.827 5.467 -1.415
H: 0.591 5.197 -2.636
H: 1.000 2.218 -3.078
H: -0.533 3.071 -2.932
H: -0.209 1.662 -1.903
H: 0.209 4.701 0.371
H: -0.723 3.214 0.177
H: -0.982 4.576 -0.918
H: 6.423 0.764 -0.918
H: 7.543 2.032 -1.405
H: 6.033 1.810 -2.290
H: 6.558 1.761 1.439
H: 6.020 3.421 1.727
H: 7.542 3.108 0.896
H: 5.567 4.248 -1.966
H: 6.989 4.477 -0.969
H: 5.416 4.939 -0.337
H: 3.185 -4.810 -2.514
H: 0.116 -1.791 -3.478
H: -0.932 -2.447 -2.192
H: -1.022 -3.090 -3.818
H: 1.852 -3.491 -4.617
H: 0.452 -4.556 -4.756
H: 1.914 -5.149 -4.007
H: -0.402 -4.634 -1.097
H: 0.742 -5.753 -1.843
H: -0.759 -5.350 -2.675
C: -2.344 -3.920 6.276
Si: -2.222 -3.827 4.433
C: -3.877 -3.644 3.612
C: -1.194 -5.195 3.717
C: -1.383 -2.125 4.045
C: -1.179 -1.159 5.037
C: -0.714 0.131 4.754
C: -0.495 0.488 3.446
N: -0.715 -0.421 2.475
C: -1.071 -1.685 2.770
S: -0.923 -2.641 1.291
H: -2.819 -4.860 6.558
H: -2.945 -3.119 6.707
H: -1.359 -3.910 6.747
H: -4.504 -4.520 3.783
H: -3.782 -3.521 2.530
H: -4.407 -2.779 4.014
H: -1.401 -6.111 4.272
H: -0.126 -4.996 3.811
H: -1.418 -5.396 2.669
H: -1.364 -1.421 6.070
H: -0.533 0.846 5.543
H: -0.179 1.477 3.138
C: -6.053 0.157 1.274
C: -6.071 1.589 1.792
C: -4.967 1.895 2.798
C: -3.535 1.712 2.287
N: -3.326 2.276 0.946
C: -3.019 1.630 -0.190
Se: -2.539 -0.194 -0.384
N: -3.140 2.449 -1.237
C: -3.072 2.058 -2.659
C: -4.287 1.279 -3.153
C: -5.580 2.064 -3.372
C: -6.338 2.414 -2.093
C: -3.490 3.709 -0.763
C: -3.697 4.914 -1.436
C: -4.014 6.000 -0.653
C: -4.114 5.900 0.750
C: -3.912 4.709 1.410
C: -3.599 3.606 0.614
H: -6.901 -0.031 0.617
H: -6.115 -0.558 2.096
H: -5.150 -0.076 0.703
H: -7.023 1.769 2.294
H: -6.038 2.301 0.961
H: -5.070 1.229 3.660
H: -5.087 2.906 3.183
H: -3.274 0.658 2.230
H: -2.827 2.205 2.953
H: -2.170 1.461 -2.783
H: -2.929 2.985 -3.214
H: -4.488 0.446 -2.470
H: -3.967 0.828 -4.095
H: -6.229 1.445 -3.993
H: -5.373 2.960 -3.963
H: -6.411 1.542 -1.438
H: -7.354 2.729 -2.323
H: -5.879 3.226 -1.531
H: -3.618 4.998 -2.509
H: -4.192 6.957 -1.123
H: -4.351 6.786 1.321
H: -3.990 4.646 2.484

Computed properties:
* maximum force: 0.0187 hartree/bohr
* net charge: +3
* HOMO level: -16.01 eV

Mulliken atomic charge list, values in e, 2 entries:
1. W -1.00
2. C -1.56

[2]
Here is a 13-piece molecular cluster, C85H202B5F20N5O5P3 overall in a non-equilibrium geometry from the Open Molecules 2025 dataset. Energies are from ωB97M-V/def2-TZVPD.

Atoms and positions in Å:
C: -7.649 1.832 -4.624
C: -7.022 0.894 -3.544
C: -7.423 1.276 -2.155
C: -6.524 2.415 -1.653
P: -6.665 2.884 0.062
C: -8.385 3.296 0.327
C: -9.622 2.391 0.251
C: -9.598 1.233 1.222
C: -9.252 1.415 2.732
C: -6.017 1.511 1.095
C: -4.473 1.404 0.995
C: -4.066 0.097 1.770
C: -4.192 -1.212 0.952
C: -5.662 4.281 0.381
C: -5.413 4.620 1.802
C: -4.591 5.922 1.963
C: -4.255 6.064 3.416
H: -8.731 1.629 -4.614
H: -7.293 1.557 -5.639
H: -7.376 2.915 -4.462
H: -5.944 0.979 -3.590
H: -7.263 -0.117 -3.799
H: -7.335 0.351 -1.560
H: -8.461 1.536 -2.048
H: -6.708 3.310 -2.225
H: -5.502 2.098 -1.835
H: -8.524 4.097 -0.464
H: -8.462 3.841 1.303
H: -9.851 1.994 -0.735
H: -10.476 3.065 0.439
H: -9.028 0.453 0.689
H: -10.603 0.844 1.224
H: -10.032 2.043 3.207
H: -8.361 2.036 2.765
H: -9.067 0.497 3.257
H: -6.552 0.603 0.761
H: -6.268 1.722 2.129
H: -4.048 2.331 1.428
H: -4.000 1.403 0.005
H: -4.607 0.086 2.699
H: -3.016 0.276 1.953
H: -3.423 -1.293 0.191
H: -5.117 -1.113 0.403
H: -4.196 -2.127 1.531
H: -6.128 5.097 -0.206
H: -4.788 4.104 -0.264
H: -4.772 3.821 2.201
H: -6.277 4.725 2.438
H: -5.101 6.714 1.448
H: -3.653 5.773 1.368
H: -5.172 6.106 3.981
H: -3.687 6.945 3.735
H: -3.783 5.140 3.751
C: -1.385 -2.734 11.472
C: -0.802 -1.628 10.586
C: -1.947 -1.130 9.741
C: -1.500 -0.033 8.753
P: -2.813 0.771 7.753
C: -3.484 -0.440 6.606
C: -2.450 -1.445 6.033
C: -3.111 -2.617 5.260
C: -4.124 -3.426 6.100
C: -4.179 1.342 8.797
C: -5.166 0.255 9.400
C: -6.351 0.925 10.019
C: -6.098 1.611 11.335
C: -2.095 2.265 7.090
C: -0.936 1.984 6.059
C: -1.354 1.793 4.587
C: -0.108 1.774 3.688
H: -1.915 -3.513 10.924
H: -2.099 -2.344 12.187
H: -0.591 -3.137 12.054
H: 0.039 -2.069 9.994
H: -0.389 -0.822 11.214
H: -2.677 -0.734 10.448
H: -2.405 -1.971 9.228
H: -0.777 -0.517 8.152
H: -1.032 0.788 9.352
H: -3.890 0.267 5.874
H: -4.286 -0.906 7.192
H: -1.977 -1.958 6.876
H: -1.666 -0.935 5.482
H: -2.332 -3.357 4.987
H: -3.654 -2.305 4.381
H: -4.602 -4.268 5.607
H: -5.002 -2.846 6.449
H: -3.652 -3.765 7.023
H: -4.845 1.862 8.103
H: -3.761 2.078 9.516
H: -4.703 -0.347 10.157
H: -5.436 -0.459 8.609
H: -7.111 0.135 10.101
H: -6.880 1.590 9.378
H: -5.396 2.400 11.104
H: -5.747 0.995 12.139
H: -7.002 2.088 11.623
H: -2.899 2.820 6.582
H: -1.795 2.768 8.027
H: -0.352 1.151 6.453
H: -0.147 2.731 6.131
H: -1.890 2.645 4.182
H: -2.026 0.960 4.395
H: 0.475 2.727 3.767
H: -0.381 1.719 2.686
H: 0.553 0.904 3.846
C: 2.846 5.654 2.757
C: 4.315 5.188 2.889
C: 4.407 3.782 3.511
C: 5.842 3.233 3.482
P: 6.062 1.740 4.461
C: 4.738 0.620 3.854
C: 4.753 0.547 2.310
C: 4.186 -0.769 1.795
C: 5.039 -1.992 2.112
C: 7.598 0.841 4.227
C: 8.674 1.571 3.416
C: 10.097 0.992 3.352
C: 11.155 2.066 3.117
C: 5.937 2.258 6.216
C: 6.937 3.312 6.559
C: 7.143 3.622 8.006
C: 5.910 4.266 8.594
H: 2.351 5.063 1.972
H: 2.811 6.662 2.367
H: 2.270 5.518 3.646
H: 4.829 5.930 3.518
H: 4.938 5.231 1.987
H: 3.787 3.077 2.968
H: 4.035 3.724 4.558
H: 6.596 4.008 3.754
H: 6.081 3.047 2.470
H: 3.723 0.985 4.200
H: 4.858 -0.378 4.241
H: 5.789 0.661 2.029
H: 4.218 1.413 1.917
H: 4.050 -0.581 0.753
H: 3.269 -0.954 2.323
H: 6.111 -1.963 1.899
H: 4.598 -2.921 1.719
H: 4.973 -2.073 3.232
H: 7.352 -0.166 3.916
H: 8.001 0.605 5.241
H: 8.833 2.564 3.924
H: 8.271 1.795 2.493
H: 10.042 0.181 2.653
H: 10.384 0.481 4.285
H: 12.201 1.638 3.111
H: 11.215 2.752 3.967
H: 10.983 2.682 2.260
H: 6.151 1.334 6.773
H: 4.861 2.442 6.507
H: 6.753 4.256 6.038
H: 7.873 2.932 6.206
H: 7.997 4.307 8.125
H: 7.372 2.638 8.479
H: 5.636 5.173 8.020
H: 6.080 4.634 9.584
H: 5.062 3.631 8.584
C: 5.989 -3.727 -1.648
N: 7.233 -3.116 -2.178
C: 7.311 -1.679 -1.718
C: 8.415 -3.739 -1.422
C: 7.348 -3.271 -3.664
C: 7.638 -2.023 -4.528
O: 8.758 -1.342 -4.113
H: 5.859 -4.746 -2.056
H: 5.207 -3.147 -2.117
H: 5.834 -3.712 -0.580
H: 8.315 -1.351 -2.011
H: 7.133 -1.602 -0.650
H: 6.545 -1.078 -2.208
H: 8.179 -3.646 -0.365
H: 9.377 -3.355 -1.647
H: 8.439 -4.769 -1.781
H: 6.442 -3.762 -3.952
H: 8.195 -3.917 -3.929
H: 6.801 -1.319 -4.394
H: 7.620 -2.355 -5.536
H: 9.223 -0.823 -4.765
C: -2.837 3.299 -4.165
C: -2.124 4.573 -3.831
N: -0.779 4.766 -4.482
C: -0.918 4.637 -6.018
C: -0.444 6.258 -4.133
C: -1.263 7.370 -4.720
C: 0.277 3.779 -3.942
C: 1.561 3.656 -4.713
O: 2.112 4.928 -4.715
C: 3.207 5.220 -5.507
H: -2.251 2.484 -3.754
H: -2.834 3.006 -5.261
H: -3.772 3.316 -3.633
H: -1.967 4.680 -2.773
H: -2.709 5.432 -4.152
H: -0.013 5.002 -6.478
H: -1.739 5.245 -6.373
H: -1.071 3.609 -6.314
H: 0.571 6.478 -4.566
H: -0.409 6.342 -3.035
H: -2.297 7.460 -4.447
H: -1.119 7.321 -5.840
H: -0.872 8.248 -4.264
H: -0.243 2.813 -3.927
H: 0.549 4.096 -2.910
H: 1.403 3.241 -5.749
H: 2.218 2.915 -4.193
H: 3.809 5.984 -5.000
H: 2.936 5.603 -6.467
H: 3.794 4.298 -5.608
C: -0.520 -2.366 -9.476
C: 0.249 -1.302 -8.671
N: 1.722 -1.049 -9.225
C: 2.276 0.136 -8.521
C: 2.601 -2.243 -8.995
C: 2.864 -2.695 -7.605
C: 1.647 -0.665 -10.691
C: 2.758 0.129 -11.343
O: 3.993 -0.474 -11.171
C: 5.034 0.424 -11.584
H: 0.026 -3.303 -9.782
H: -0.848 -1.927 -10.400
H: -1.439 -2.634 -8.988
H: 0.351 -1.607 -7.610
H: -0.217 -0.307 -8.682
H: 1.633 0.949 -8.761
H: 3.353 0.296 -8.712
H: 2.065 0.035 -7.487
H: 3.539 -1.946 -9.499
H: 2.097 -3.057 -9.570
H: 2.015 -3.033 -6.961
H: 3.341 -1.896 -7.071
H: 3.545 -3.598 -7.677
H: 0.756 -0.106 -10.774
H: 1.454 -1.604 -11.182
H: 2.760 1.161 -10.968
H: 2.493 0.152 -12.424
H: 4.981 0.619 -12.666
H: 6.008 -0.014 -11.312
H: 5.009 1.288 -10.908
C: 1.156 0.807 0.829
C: 1.323 -0.432 -0.055
N: 0.366 -0.421 -1.336
C: 0.352 0.952 -1.962
C: 0.988 -1.426 -2.260
C: 1.109 -2.836 -1.751
C: -1.032 -0.914 -0.910
C: -1.898 -1.194 -2.083
O: -2.686 -0.100 -2.376
C: -3.703 -0.415 -3.280
H: 1.564 1.644 0.267
H: 1.583 0.557 1.815
H: 0.114 0.904 1.043
H: 1.144 -1.374 0.430
H: 2.261 -0.457 -0.530
H: -0.174 1.658 -1.384
H: -0.234 0.797 -2.849
H: 1.362 1.281 -2.250
H: 1.969 -1.012 -2.472
H: 0.354 -1.453 -3.131
H: 1.630 -3.362 -2.526
H: 0.118 -3.293 -1.601
H: 1.746 -2.975 -0.892
H: -1.484 -0.142 -0.231
H: -0.832 -1.817 -0.372
H: -2.481 -2.110 -1.947
H: -1.367 -1.422 -3.044
H: -4.052 0.522 -3.716
H: -4.482 -0.963 -2.744
H: -3.291 -1.033 -4.052
C: -2.779 -10.711 -2.996
C: -2.338 -9.326 -3.330
N: -0.880 -9.059 -2.995
C: -0.020 -10.126 -3.531
C: -0.459 -7.695 -3.405
C: -0.076 -7.440 -4.814
C: -0.612 -9.075 -1.501
C: -1.119 -7.854 -0.801
O: -2.527 -7.813 -0.838
C: -3.130 -6.592 -0.383
H: -2.489 -11.073 -1.994
H: -2.320 -11.383 -3.757
H: -3.891 -10.782 -3.111
H: -2.882 -8.572 -2.753
H: -2.373 -9.172 -4.431
H: 1.004 -9.910 -3.184
H: -0.010 -10.145 -4.614
H: -0.358 -11.057 -3.117
H: 0.383 -7.477 -2.780
H: -1.236 -7.077 -3.027
H: 0.793 -7.982 -5.157
H: 0.089 -6.312 -4.917
H: -0.917 -7.607 -5.538
H: 0.482 -9.220 -1.262
H: -1.194 -9.897 -1.134
H: -0.704 -6.902 -1.154
H: -0.795 -7.895 0.251
H: -4.180 -6.754 -0.649
H: -2.732 -5.713 -0.811
H: -3.065 -6.446 0.694
B: -1.238 3.773 0.179
F: -1.463 2.446 0.256
F: -2.464 4.420 0.157
F: -0.517 4.279 1.353
F: -0.542 4.132 -1.014
B: -2.577 -4.411 -3.640
F: -3.761 -3.890 -3.096
F: -2.759 -5.799 -3.907
F: -2.134 -3.720 -4.734
F: -1.547 -4.353 -2.640
B: -0.172 -2.147 2.741
F: -0.468 -2.948 3.887
F: 1.162 -1.673 2.826
F: -0.289 -2.929 1.572
F: -1.119 -1.107 2.731
B: -0.644 0.072 -5.885
F: -1.230 0.326 -4.612
F: -0.651 1.254 -6.678
F: 0.737 -0.320 -5.714
F: -1.361 -0.949 -6.619
B: 4.469 -0.169 -2.854
F: 3.334 0.424 -3.315
F: 5.631 0.542 -3.043
F: 4.336 -0.372 -1.467
F: 4.574 -1.388 -3.466

Computed properties:
* maximum force: 0.0661 hartree/bohr
* net charge: +3
* HOMO level: -12.72 eV

Mulliken atomic charge list, values in e, 2 entries:
1. C -1.37
2. C -0.08

For reference, Kohn-Sham gap by record: 5.64, 8.74 eV.
For reference, energy relative to the best compared isomer or geometry (same formula, charge and spin) by record: 18.34, 0.00 kcal per mole.
For reference, energy by record: -7859.39653, -7155.68037 a.u..